one:
Formula: C4H6N3
Source: the Open Molecules 2025 dataset
Level of theory: ωB97M-V with the def2-TZVPD basis set

Computed properties:
Kohn-Sham gap ... 0.349 Ha
E_HOMO ... -14.69 eV
Charge ... +1
E_LUMO ... -5.207 eV

The geometry in XYZ format:
```
13
Properties=species:S:1:pos:R:3:nbo_charge:R:1
C -0.2850 -1.7037 -0.1694 0.17
C -0.7084 1.1430 0.2921 -0.50
C 0.1011 1.0201 -0.9481 0.03
C 0.4560 0.3477 0.7724 0.17
N -0.3959 -1.1494 -1.3355 -0.14
N 0.1151 -0.0416 -1.6659 -0.10
N 0.4471 -0.9464 0.7327 -0.49
H -0.7867 -2.6744 0.0708 0.27
H -0.5991 2.2124 0.6801 0.29
H -1.7485 0.6898 0.2612 0.30
H 0.8372 1.7639 -1.3329 0.26
H 1.3685 0.7376 1.2749 0.27
H 1.1985 -1.3990 1.3676 0.46
```

=====

two:
Formula: C4H6N3
Source: the Open Molecules 2025 dataset
Level of theory: ωB97M-V with the def2-TZVPD basis set

Computed properties:
Kohn-Sham gap (alpha / beta) ... 0.223 / 0.238 Ha
E_HOMO (alpha / beta) ... -12.69 / -12.85 eV
Charge ... +1
E_LUMO (alpha / beta) ... -6.628 / -6.376 eV

The geometry in XYZ format:
```
13
Properties=species:S:1:pos:R:3:nbo_charge:R:1
C 0.3150 1.0405 0.7878 0.41
C -0.3903 -1.2069 -0.9993 0.43
C -0.5487 1.9781 0.7702 -0.47
C 1.1226 -0.0333 1.3284 -0.44
N 0.5350 -1.3740 -0.2723 -0.08
N 1.1759 -1.3418 0.7649 -0.22
N -0.8867 -1.3685 -2.2533 -0.78
H -0.4813 2.9781 0.6176 0.30
H -1.6603 1.8755 0.8852 0.33
H 2.1980 0.3131 1.5400 0.36
H 0.6544 -0.0961 2.2968 0.32
H -1.8011 -1.1934 -2.5498 0.43
H -0.2326 -1.5713 -2.9162 0.41
```

=====

three:
Formula: C4H6N3
Source: the Open Molecules 2025 dataset
Level of theory: ωB97M-V with the def2-TZVPD basis set

Computed properties:
Kohn-Sham gap ... 0.292 Ha
E_HOMO ... -14.45 eV
Charge ... +1
E_LUMO ... -6.508 eV

The geometry in XYZ format:
```
13
Properties=species:S:1:pos:R:3:nbo_charge:R:1
C 0.7872 -1.7391 -1.1136 -0.04
C -0.4506 -2.1492 -1.2637 -0.17
C 0.1871 -0.0382 -0.0498 0.50
C -0.2247 1.9590 1.2189 -0.43
N -1.4854 -1.3266 -0.7279 0.05
N -1.1414 -0.3105 -0.1867 -0.21
N 0.6148 0.9588 0.5587 -0.43
H 1.7613 -1.8059 -1.5577 0.26
H -0.7158 -3.0464 -1.6709 0.26
H 0.4306 2.8852 1.2933 0.25
H -0.4101 1.4224 2.1847 0.26
H -1.0158 2.2481 0.5740 0.26
H 1.6629 0.9425 0.7408 0.46
```

=====

four:
Formula: C4H6N3
Source: the Open Molecules 2025 dataset
Level of theory: ωB97M-V with the def2-TZVPD basis set

Computed properties:
Kohn-Sham gap ... 0.319 Ha
E_HOMO ... -14.81 eV
Charge ... +1
E_LUMO ... -6.117 eV

The geometry in XYZ format:
```
13
Properties=species:S:1:pos:R:3:nbo_charge:R:1
C 1.9010 0.7142 -0.2412 0.76
C 0.3597 0.2240 0.9656 0.58
C 0.3476 -0.5710 -0.4174 -0.09
C -0.8597 -0.4006 -1.3519 -0.64
N 1.6511 1.1643 0.9129 -0.50
N 1.6785 -0.1704 -1.0366 -0.42
N -0.5223 0.4206 1.8999 -0.69
H 0.6180 -1.6466 -0.1753 0.30
H -1.3696 0.5708 -1.3944 0.25
H -1.5025 -1.2031 -1.2866 0.25
H -0.2907 -0.3869 -2.3347 0.28
H -1.4751 0.0250 2.0637 0.46
H -0.5361 1.2597 2.3960 0.45
```

=====

one (33.8 kcal/mol below the next structure)

=====

one:
Formula: C18H58N4O9
Source: the Open Molecules 2025 dataset
Level of theory: ωB97M-V with the def2-TZVPD basis set

Computed properties:
Kohn-Sham gap ... 0.323 Ha
E_HOMO ... -8.67 eV
E_LUMO ... 0.104 eV

The geometry in XYZ format:
```
89
Properties=species:S:1:pos:R:3:mulliken_charge:R:1
O -2.0594 -1.6699 1.2958 -0.58
H -2.3081 -0.8549 1.7705 0.35
H -1.5150 -1.3463 0.5592 0.36
O 1.5447 -1.9415 -2.7516 -0.65
H 1.9438 -2.8034 -2.9341 0.26
H 1.4679 -1.5131 -3.6186 0.26
O -0.0541 -1.1844 -0.5881 -0.31
H 0.5663 -0.5006 -0.3070 0.15
H 0.4592 -1.7273 -1.2076 0.21
O 3.5638 -0.0836 -2.2126 -0.69
H 2.8674 -0.7687 -2.2265 0.32
H 3.8523 -0.0255 -1.2871 0.29
C 0.8321 2.2569 -2.3361 -0.63
C 1.9678 3.0534 -2.9855 0.50
C 2.9614 3.5551 -1.9336 -0.41
O 3.9584 4.2998 -2.5824 -0.33
C 4.8503 4.9630 -1.7124 -0.76
N 2.6325 2.0846 -3.8944 -0.83
H 1.0904 1.5632 -1.5289 0.05
H 0.2925 1.6525 -3.0633 0.46
H 0.0965 2.9046 -1.8488 -0.34
H 1.6357 3.8883 -3.6023 0.39
H 3.4362 2.7380 -1.3764 0.13
H 2.3747 4.1537 -1.2157 0.38
H 5.4648 4.2196 -1.1906 0.29
H 4.3460 5.6183 -1.0037 0.28
H 5.5475 5.4875 -2.3625 0.26
H 3.4540 2.5672 -4.2510 0.34
H 2.9413 1.3062 -3.3039 0.34
C -2.1713 -9.1424 1.2391 -1.46
C -2.2967 -7.6407 1.4444 0.55
C -1.3279 -6.9281 0.5241 -0.87
O -1.3081 -5.5484 0.8378 -0.24
C -0.7204 -4.7744 -0.1610 -0.60
N -3.6972 -7.2659 1.2717 -0.75
H -1.3695 -9.6235 1.8127 0.35
H -1.8860 -9.3952 0.2107 0.31
H -3.0510 -9.7183 1.5178 0.42
H -2.0346 -7.4267 2.4822 0.29
H -1.5869 -7.0642 -0.5343 0.39
H -0.3084 -7.3263 0.6187 0.38
H -1.3108 -4.7329 -1.0884 0.32
H 0.2625 -5.1836 -0.4427 0.31
H -0.5856 -3.7377 0.1440 0.05
H -4.0340 -7.3560 0.3182 0.24
H -3.7696 -6.2695 1.4741 0.28
C -1.4005 5.2611 -2.1430 -1.28
C -2.3296 5.0985 -0.9411 0.48
C -2.1353 3.7593 -0.2656 -0.16
O -2.4909 2.7084 -1.1302 -0.47
C -2.1884 1.4384 -0.5849 0.23
N -2.1185 6.2050 0.0143 -0.75
H -0.3414 5.0963 -1.9196 0.16
H -1.4885 6.2022 -2.6848 0.45
H -1.5863 4.4660 -2.8787 0.32
H -3.3530 5.2045 -1.3080 0.25
H -2.7180 3.6330 0.6568 0.18
H -1.0713 3.6457 0.0046 0.03
H -2.8156 1.3034 0.3018 0.12
H -1.1140 1.3962 -0.3799 -0.34
H -2.4171 0.6312 -1.2765 0.30
H -1.1973 6.1658 0.4372 0.24
H -2.1421 7.0504 -0.5415 0.29
C 0.0714 0.1205 3.3015 -1.45
C -0.3663 1.4103 2.6295 1.92
C -1.8289 1.7702 2.9304 -1.04
O -2.7231 0.8380 2.3446 -0.36
C -4.0603 1.1742 2.6613 -0.91
N 0.5153 2.5171 3.0346 -0.75
H -0.6683 -0.6670 3.1265 0.33
H 0.0457 0.1836 4.3942 0.42
H 1.0417 -0.2453 2.9742 0.18
H -0.1737 1.3242 1.5570 -0.63
H -2.0541 2.7889 2.5934 0.29
H -1.9712 1.7390 4.0202 0.46
H -4.2702 1.1214 3.7315 0.31
H -4.7414 0.5623 2.0736 0.29
H -4.2660 2.2014 2.3303 0.32
H 0.4094 2.8479 3.9882 0.29
H 0.2446 3.3145 2.4616 0.24
C 3.8532 -2.4078 0.1818 -1.34
C 3.1440 -1.5152 1.1710 0.09
O 3.1354 -0.1697 0.6402 -0.47
H 3.2649 -2.6459 -0.7012 0.13
H 4.0736 -3.3736 0.6413 0.42
H 4.7842 -1.9395 -0.1338 0.35
H 3.7119 -1.4782 2.1048 0.39
H 2.1501 -1.8876 1.4290 0.21
H 2.5706 0.3920 1.1835 0.21
```

=====

two:
Formula: C18H58N4O9
Source: the Open Molecules 2025 dataset
Level of theory: ωB97M-V with the def2-TZVPD basis set

Computed properties:
Kohn-Sham gap ... 0.328 Ha
E_HOMO ... -8.67 eV
E_LUMO ... 0.256 eV

The geometry in XYZ format:
```
89
Properties=species:S:1:pos:R:3:mulliken_charge:R:1
O -0.1848 -3.4011 -2.2108 -0.59
H -0.3410 -2.9157 -1.3939 0.38
H -0.7629 -4.1686 -2.1456 0.29
O 3.0165 -1.5312 -1.9259 -0.58
H 2.7400 -1.0460 -1.1425 0.29
H 3.1362 -0.8476 -2.5895 0.27
O 3.6168 1.4754 -1.0173 -0.55
H 2.9995 2.1822 -0.8105 0.27
H 4.2996 1.5375 -0.3363 0.45
O 0.2824 -0.0456 4.7225 -0.60
H -0.1803 -0.7875 5.1215 0.29
H 1.1673 -0.3784 4.5465 0.30
C 0.4929 0.2020 0.1976 -0.01
C -0.0096 -0.8882 1.1354 0.02
O -0.7423 -1.8306 0.3824 -0.44
H 1.1071 0.9342 0.7135 0.23
H -0.3710 0.7024 -0.2401 0.02
H 0.9846 -0.3448 -0.6132 -0.54
H -0.6832 -0.4195 1.8819 0.13
H 0.7649 -1.2559 1.8259 0.33
H -0.9705 -2.5850 0.9468 0.30
C 0.0265 -0.3190 -3.8865 -0.96
C 0.3090 -1.1848 -5.0712 0.54
C 0.0023 -0.4626 -6.3747 -0.80
O -1.3269 0.0181 -6.4107 -0.29
C -1.6778 0.5122 -7.6779 -0.75
N 1.7462 -1.5457 -5.0469 -0.67
H -1.0423 -0.0615 -3.8887 0.38
H 0.5481 0.6379 -3.8189 0.38
H 0.1539 -0.8683 -2.9538 -0.08
H -0.2710 -2.1049 -5.0094 0.23
H 0.1706 -1.1623 -7.2098 0.38
H 0.7137 0.3749 -6.4664 0.30
H -2.5861 1.0998 -7.5383 0.24
H -1.9360 -0.3076 -8.3614 0.27
H -0.8799 1.1211 -8.1098 0.32
H 2.2872 -0.7091 -4.8486 0.26
H 2.0335 -1.8219 -5.9842 0.25
C 3.4476 2.1309 2.7579 -0.93
C 4.7428 1.3674 3.0528 0.68
C 5.9385 1.9279 2.3400 -0.97
O 5.7151 1.8987 0.9599 -0.30
C 6.9047 1.7787 0.1906 -0.83
N 4.9791 1.3915 4.5206 -0.78
H 2.6915 1.9951 3.5327 0.45
H 2.9752 1.7721 1.8375 -0.08
H 3.6258 3.1984 2.6181 0.28
H 4.6025 0.3273 2.7332 0.20
H 6.7921 1.2905 2.6390 0.35
H 6.2188 2.9268 2.7032 0.33
H 6.6027 1.7264 -0.8502 0.26
H 7.4868 0.9157 0.5201 0.34
H 7.5307 2.6699 0.3303 0.30
H 4.2704 0.7868 4.9321 0.26
H 5.8251 0.8554 4.7215 0.28
C -2.7133 2.3066 0.5686 -1.34
C -3.9278 3.1616 0.9121 0.54
C -3.5744 4.3839 1.7386 -0.78
O -3.1307 3.9716 2.9999 -0.29
C -2.9751 5.0310 3.9139 -0.75
N -4.7487 3.4562 -0.2595 -0.70
H -2.2656 2.6937 -0.3528 0.29
H -3.0391 1.2853 0.3868 0.23
H -1.9710 2.3678 1.3616 0.36
H -4.5482 2.5573 1.5857 0.31
H -4.4788 5.0111 1.8363 0.39
H -2.8263 5.0164 1.2280 0.33
H -2.6416 5.9575 3.4413 0.32
H -2.3005 4.6800 4.6906 0.24
H -3.9388 5.2550 4.4012 0.27
H -5.7144 3.5459 0.0355 0.30
H -4.5039 4.3762 -0.6209 0.26
C -4.3624 -5.1749 0.0428 -1.66
C -3.0863 -4.4432 0.4143 0.79
C -3.0826 -4.1842 1.9162 -0.86
O -1.8805 -3.5027 2.2825 -0.47
C -2.0005 -2.6318 3.3735 -0.81
N -1.9000 -5.1985 -0.0441 -0.57
H -4.3006 -5.7379 -0.8871 0.44
H -5.1924 -4.4693 -0.0174 0.40
H -4.6489 -5.9141 0.8036 0.37
H -3.0910 -3.4707 -0.0898 0.11
H -3.1244 -5.1597 2.4246 0.24
H -3.9529 -3.5991 2.2283 0.49
H -2.5749 -3.0298 4.2157 0.47
H -2.3193 -1.6158 3.1219 0.32
H -0.9875 -2.5065 3.7795 0.18
H -2.0822 -6.1891 0.0930 0.28
H -1.0982 -4.9936 0.5451 0.21
```

=====

one (13.9 kcal/mol below the next structure)